C5H8N | ωB97M-V/def2-TZVPD

Its net charge is +1. The HOMO energy is -16.5 eV. Its HOMO-LUMO gap is 8.1021 eV.

Atoms and positions in Å:
H -1.786 0.858 0.223
N 2.048 0.220 -0.123
C -0.615 0.794 0.227
C 4.213 -0.166 0.611
C 3.342 0.360 -0.133
H -0.408 1.509 -0.527
H -0.110 1.104 1.240
H 1.143 -0.237 -1.801
H 1.488 0.864 0.496
H 1.679 -1.634 -0.650
H -0.997 -1.165 -0.723
C -0.189 -0.633 -0.095
C 1.124 -0.672 -0.770
H -0.173 -1.206 0.820



C25H26Cl3N5RuS2 | ωB97M-V/def2-TZVPD

As for the multiplicity: 2. Its net charge is +1. The HOMO energy (spin up / spin down) is -9.3 / -10.1 eV. Its HOMO-LUMO gap (spin up / spin down) is 7.1195 / 6.5373 eV. Its expectation value of S² is 0.760.

Atoms and positions in Å:
H -4.925 -1.073 2.985
N 1.347 0.349 1.636
C -3.049 -0.754 2.019
C 0.935 -4.728 2.398
N -2.097 0.099 1.617
H -0.457 1.487 -1.897
Ru -0.266 -0.561 0.599
N 1.749 0.613 -2.460
H -2.882 -1.799 1.802
N -0.494 1.641 0.168
H -3.509 2.963 2.644
H -1.571 3.261 1.004
C -1.789 -2.538 -1.056
S -0.422 -2.374 1.963
C -3.423 -0.891 -2.427
S 1.404 -1.785 -0.431
C 4.162 -0.388 -2.354
C 2.147 -0.283 2.503
H 1.910 -4.783 2.886
C -3.520 -2.249 -2.654
C 2.802 0.165 -2.398
C -2.509 -0.389 -1.505
C 1.633 -3.193 0.507
H 1.324 1.992 -0.793
Cl 4.739 -0.322 -0.679
H -5.245 1.363 3.455
H -4.229 -2.637 -3.372
C 1.666 1.606 1.278
C -1.206 2.271 1.297
H -1.113 -3.160 -0.488
H -1.336 2.900 -1.295
H 4.394 2.136 3.197
C 2.739 2.280 1.835
H -2.922 1.538 -2.213
Cl 5.189 0.622 -3.383
H -3.191 1.378 -0.510
C -1.155 1.827 -1.135
H -0.487 2.419 2.106
H 1.875 -1.300 2.742
N -1.706 -1.217 -0.815
H -2.696 -4.164 -2.091
H 2.384 -4.766 -0.748
H 3.071 -4.759 0.875
C 0.809 -3.479 1.568
C -4.365 1.008 2.936
C -3.401 1.897 2.495
C 3.249 0.319 3.081
C -4.191 -0.342 2.680
C 2.731 -4.119 0.061
Cl 4.148 -2.046 -2.947
C 3.546 1.630 2.754
H 3.852 -0.240 3.783
C -2.676 -3.092 -1.952
H 0.170 -4.757 3.171
C -2.292 1.401 1.833
H -4.052 -0.199 -2.971
H 0.832 3.308 0.277
C -2.491 1.112 -1.306
H 3.584 -3.555 -0.314
H 2.945 3.297 1.530
H 0.827 -5.621 1.779
C 0.857 2.216 0.163



C28H42NO2SiTc | ωB97M-V/def2-TZVPD

As for the multiplicity: 4. Its net charge is +1. The HOMO energy (spin up / spin down) is -10.2 / -11.4 eV. Its HOMO-LUMO gap (spin up / spin down) is 7.8961 / 6.2733 eV. Its expectation value of S² is 3.804.

Atoms and positions in Å:
H -3.373 -1.996 -0.522
H 1.264 3.938 -1.517
H 0.316 4.165 2.667
C 1.174 -1.295 -2.062
C -5.682 -1.884 1.828
H 1.581 5.108 -0.195
H 0.820 2.533 3.147
H -3.516 4.577 1.300
C -0.068 -1.502 2.261
H -5.929 -1.125 2.574
H -6.822 -0.474 0.652
H -0.454 1.635 -2.302
C -1.012 -0.549 -2.296
C -0.194 -1.720 -2.161
H 2.056 -1.919 -2.002
H -6.035 -2.863 2.170
H -5.100 2.682 1.846
O -5.318 -1.319 -0.529
H 1.469 0.085 2.690
H -1.961 -3.646 -4.894
H -3.697 -2.876 1.624
C -6.339 -1.458 0.497
C 0.960 4.254 -0.508
H -3.275 -2.525 -4.423
H 3.628 2.887 0.597
H -1.152 4.115 0.837
H 1.271 -3.048 -0.328
H -5.055 -2.975 -1.664
H -1.270 -5.306 -3.259
C -2.997 -3.574 -4.557
H -4.225 0.385 1.932
C -3.547 1.211 1.744
H -0.682 -1.528 3.156
C 1.698 -1.134 0.805
C -1.336 1.940 0.982
C -1.823 3.282 1.056
C 2.882 2.082 0.488
H -1.819 -0.058 1.671
H -2.093 -0.540 -2.374
C -4.025 -1.353 0.089
H -3.613 -4.029 -5.339
H -2.562 -6.292 -3.989
H -1.079 -3.058 0.959
C -3.162 3.545 1.331
C -4.464 -3.892 -1.767
H -0.069 4.629 -0.579
Si 1.188 2.828 0.705
C 1.207 0.134 -2.115
H -2.462 -6.087 -2.222
C -0.150 0.599 -2.243
H 2.042 3.781 2.847
H -5.369 -4.072 -3.724
C 0.924 -2.276 0.336
C -2.325 -5.588 -3.182
H -4.554 -4.542 -0.880
C -0.281 -2.336 1.116
H 2.670 -0.830 0.415
H -3.587 -0.330 0.022
C -4.042 2.506 1.658
H 2.096 0.744 -2.147
C -3.203 -4.354 -3.273
H 3.077 1.329 1.260
Tc 0.030 -0.559 -0.393
H -7.096 -2.174 0.106
C -4.167 -1.870 1.554
N -0.101 1.603 0.493
H -0.558 -2.743 -2.194
C 1.075 3.388 2.504
O -3.036 -3.536 -2.070
C -2.212 0.945 1.496
H -3.644 -1.239 2.298
C -4.707 -4.637 -3.058
H -4.998 -5.680 -2.927
H 3.022 1.631 -0.501
C 1.078 -0.705 2.050



C45H36ClINO4S3Sn | ωB97M-V/def2-TZVPD

Its net charge is +3. The HOMO energy is -14.5 eV. Its HOMO-LUMO gap is 3.7471 eV.

Atoms and positions in Å:
H -2.808 -3.223 -4.345
C -3.123 2.516 0.486
N -2.780 -3.917 2.017
H 7.954 0.822 3.173
H -2.925 -4.453 0.036
C 4.072 -0.131 2.480
H 6.867 -0.080 -0.194
S -0.954 0.309 -1.520
C -3.402 -4.947 6.058
H 4.512 -0.321 -0.894
H -4.683 -1.055 -6.678
H -3.565 -5.271 7.077
O 1.322 -1.180 1.540
H -2.276 2.922 -0.068
H -5.486 -2.072 -5.490
H -4.872 1.553 2.183
S -2.483 1.875 2.016
H 3.293 -0.181 3.228
C -4.004 1.281 2.779
H -4.186 0.758 -5.079
C -2.771 0.541 -3.493
C 6.084 -0.085 0.554
C -1.979 -0.355 -2.788
H 0.530 3.443 3.204
C -3.767 -5.985 1.285
C -2.834 -3.739 5.782
C 4.226 1.542 -4.209
C -3.806 -5.801 5.015
C -0.620 5.208 -1.159
H -4.082 1.712 3.774
C 0.880 0.037 -3.612
O -2.153 -2.217 4.102
C -3.574 0.065 -4.516
C 2.075 0.329 -4.197
C -1.992 -1.715 -3.073
H 8.486 0.481 1.520
H 0.199 3.631 -2.334
C -3.146 -4.766 1.050
C 0.480 3.275 -0.217
C -0.815 5.729 0.139
S 2.131 -0.327 0.507
H -1.362 -2.395 -2.515
C 2.687 1.792 -2.329
H -2.752 1.600 -3.260
C 2.999 1.212 -3.584
C 1.241 1.798 2.065
C 0.679 3.027 2.215
C 3.768 -0.221 1.124
H -0.505 5.446 2.229
C 0.268 3.788 1.085
H 4.465 1.091 -5.164
H -3.823 3.316 0.727
H 8.223 -0.837 2.657
C -3.609 -1.293 -4.830
H 5.647 0.058 3.904
C -2.622 -3.297 4.341
C -3.023 -4.272 3.264
H -4.103 -2.700 -6.380
C 4.763 -0.219 0.155
Cl -4.535 -7.234 5.458
C 5.394 -0.011 2.854
H 6.017 2.679 -4.109
Sn -0.827 -1.395 1.476
C 1.445 1.470 -1.719
H -4.050 -6.623 0.460
C 3.608 2.693 -1.733
C 1.130 2.013 -0.364
C -2.805 -2.170 -4.096
C 6.419 0.023 1.900
H -4.458 -7.319 2.814
O -0.679 -0.908 -0.583
H 1.523 1.208 2.927
C -3.618 -5.495 3.616
C 0.573 0.618 -2.361
C -0.375 5.039 1.234
H -3.613 1.715 -0.067
H -0.969 5.768 -2.016
C -3.999 -6.366 2.591
H 0.183 -0.630 -4.097
C 5.087 2.421 -3.619
H 5.462 3.708 -1.924
C 0.023 4.014 -1.336
C -4.513 -1.807 -5.910
H 2.330 -0.111 -5.153
H 3.378 3.142 -0.775
C 1.479 1.307 0.758
C 4.773 3.004 -2.371
H -1.303 6.687 0.261
I -2.263 -2.477 7.246
C 7.850 0.137 2.332
H -3.915 0.199 2.847
O -1.722 0.603 1.615



C5H9N4O3 | ωB97M-V/def2-TZVPD

Its net charge is +1. The HOMO energy (spin up / spin down) is -13.4 / -13.7 eV. Its HOMO-LUMO gap (spin up / spin down) is 7.2457 / 7.7850 eV.

Atoms and positions in Å:
O -1.419 -2.954 0.577
C -0.810 1.444 0.621
N -2.136 1.370 0.651
H -0.210 -1.394 -2.597
C -0.954 -1.285 -0.679
H -2.730 0.539 0.841
O -2.685 -1.209 0.796
H 2.230 -1.603 0.511
H 2.076 -0.408 -1.779
H 2.227 -0.324 1.912
H -2.554 2.285 0.832
H 0.712 2.592 0.299
O -0.168 2.648 0.684
C -0.035 -1.037 -1.529
C 2.238 -0.431 0.736
H 0.588 1.036 -1.769
N 1.178 0.222 0.040
N -0.056 0.344 0.658
C 1.064 0.091 -1.396
N -1.725 -1.844 0.305
H 3.169 -0.083 0.284



C4H4O3 | ωB97M-V/def2-TZVPD

Its net charge is 0. As for the SMILES: O=CC1(C=O)CO1. The HOMO energy is -10.0 eV. Its HOMO-LUMO gap is 10.1948 eV.

Atoms and positions in Å:
H 0.731 -0.731 2.034
O -0.669 -2.163 -0.125
H 0.303 -1.376 -1.713
H -0.710 2.231 -0.714
C 0.155 0.073 -0.035
H 0.444 1.096 1.855
C -0.725 1.128 -0.771
O -1.562 0.654 -1.501
C 0.612 0.137 1.370
C -0.108 -1.265 -0.694
O 1.528 0.215 0.292



C7H11NO | ωB97M-V/def2-TZVPD

Its net charge is 0. The HOMO energy is -8.5 eV. Its HOMO-LUMO gap is 9.4208 eV.

Atoms and positions in Å:
C 0.701 1.055 -0.171
H -2.116 1.092 1.365
N 1.637 -1.030 0.255
C -1.240 0.963 0.559
C -1.932 -1.218 -0.549
O -0.119 0.040 -0.948
C -0.812 -0.288 0.141
H 2.868 0.529 0.193
C -0.495 1.976 0.033
H -1.595 -2.486 -0.450
C 0.332 -1.058 1.068
H 0.632 -0.270 1.983
H -0.854 3.171 0.232
H 2.287 -0.082 -1.585
H 0.103 -2.073 1.391
C 1.989 0.219 -0.453
H -2.364 -0.851 -1.477
H 0.777 0.897 0.953
H -2.787 -1.363 0.175
H 1.274 -1.568 -0.751



C2H2CuFO2 | ωB97M-V/def2-TZVPD

As for the multiplicity: 2. Its net charge is -1. The HOMO energy (spin up / spin down) is -1.2 / -3.8 eV. Its HOMO-LUMO gap (spin up / spin down) is 5.2039 / 7.7826 eV. Its expectation value of S² is 0.753.

Atoms and positions in Å:
O -1.460 0.305 0.347
C -0.191 0.665 0.408
C 0.753 -0.361 -0.178
O 0.386 -1.384 -0.716
F 1.959 0.178 -0.548
H 0.512 0.388 1.376
H 0.089 1.674 0.025
Cu -2.048 -1.465 -0.713



C31H44BeBrN3OP2 | ωB97M-V/def2-TZVPD

Its net charge is +2. The HOMO energy is -13.9 eV. Its HOMO-LUMO gap is 6.5514 eV.

Atoms and positions in Å:
C -2.377 3.469 0.790
P -1.139 0.822 1.032
H -2.906 -0.729 0.609
Br 3.909 -3.694 -4.678
C 2.499 -2.733 -3.829
C 0.672 -1.219 -3.932
C -0.127 -3.860 2.200
C -1.994 1.499 -2.727
C 0.310 -2.629 1.760
H -3.686 0.286 2.805
H 3.153 -3.505 -1.927
H 3.340 -0.502 2.167
H 3.196 0.378 -1.808
H -1.746 -2.131 -0.828
C -1.424 1.821 3.772
H -3.165 -6.019 0.638
H -0.036 -0.576 -4.454
H -0.642 3.206 -2.940
H -0.719 2.714 -0.364
C -1.304 -2.652 0.026
H 4.124 2.619 -2.285
C -3.351 1.082 -2.800
H 5.058 -0.355 -0.406
C 1.613 -1.991 -4.608
H 5.514 -1.120 1.121
N -0.252 -2.051 0.655
H -2.779 3.491 1.812
C -2.740 3.759 -3.083
O -0.992 -6.425 2.948
H 1.114 -2.073 2.247
C 2.826 1.256 -1.258
H -0.978 2.792 3.524
H -2.533 4.822 -3.213
C -0.925 0.690 2.876
H -2.517 1.919 3.760
C -0.993 0.576 -2.436
H -3.614 0.025 -2.739
H 1.402 1.929 2.231
Be 0.461 -0.768 -0.098
H 4.793 2.069 -0.745
C -3.927 0.727 1.831
H 3.488 3.283 -0.776
H 5.311 0.636 1.055
H -2.152 4.511 0.519
C -0.212 -0.249 -1.839
H 3.128 -1.525 0.746
H -2.932 -7.354 1.709
C 3.482 2.513 2.169
C -1.176 -4.520 1.539
H -1.409 -0.255 3.165
H -2.606 -4.304 -0.121
H -4.051 1.810 1.952
H 0.374 -4.302 3.057
C -1.585 -5.866 2.026
H -0.320 3.094 1.314
H 1.817 2.976 0.868
H 0.153 0.540 3.041
H -1.140 1.596 4.809
H -5.372 1.784 -3.039
C 3.867 2.369 -1.249
C 4.914 -0.314 0.680
H 1.470 -2.200 -0.707
C 1.514 -2.068 -1.805
H 4.247 2.846 1.457
H -3.158 3.130 0.097
H 1.918 1.584 -1.788
C 3.459 -0.525 1.072
C -1.093 2.649 0.670
C -2.905 0.361 0.754
H 3.888 1.690 2.769
H 1.666 -2.001 -5.691
C -4.320 2.068 -2.982
C -1.678 2.871 -2.915
H 3.285 3.351 2.848
N -4.012 3.360 -3.086
N -2.647 -6.444 1.391
C 2.461 -2.850 -2.452
H -3.195 0.792 -0.216
P 2.253 0.669 0.385
C 0.658 -1.213 -2.530
C -1.779 -3.879 0.445
C 2.180 2.134 1.478
H -4.907 0.332 1.533



C38H46BBr4Ge2N6O2RuS2Se | ωB97M-V/def2-TZVPD

As for the multiplicity: 2. Its net charge is 0. The HOMO energy (spin up / spin down) is -6.9 / -6.6 eV. Its HOMO-LUMO gap (spin up / spin down) is 5.4724 / 4.9706 eV. Its expectation value of S² is 0.891.

Atoms and positions in Å:
C 3.474 1.145 -0.121
H -2.057 -4.851 -0.273
C 0.766 3.634 1.684
H 1.399 4.465 1.360
H 1.678 -4.024 4.750
H 0.728 2.212 3.336
C -2.241 0.145 3.080
H -3.479 3.037 1.935
C -3.821 1.425 -3.250
H 2.195 -2.340 1.601
C -2.332 0.815 -1.420
Br -4.884 1.615 -0.579
C -3.568 1.262 -1.886
C 0.735 -3.621 4.428
C 1.270 3.104 3.025
N -1.236 -2.641 4.230
C 2.878 -1.490 1.510
C -3.687 -4.217 -3.969
Ru -0.093 0.082 0.365
C 5.729 4.757 0.757
H 3.643 0.137 2.726
Br -3.139 1.270 -6.024
H 2.113 -1.068 -2.496
C -4.260 -0.279 3.818
N -2.970 -0.749 3.739
H 4.553 1.018 -0.224
N -3.026 1.203 2.779
S -0.553 -0.055 2.756
H -0.876 2.970 -1.505
H -1.942 2.353 1.410
C -1.889 -2.589 -3.881
H -3.101 -5.486 -1.559
H 2.329 2.840 2.959
C -1.299 0.550 -2.352
H -5.108 1.628 3.078
H 4.365 -2.197 -2.796
H 1.657 -3.471 1.515
C 4.951 3.611 0.703
C 0.161 3.297 -1.396
H -3.456 -2.711 4.736
H 1.165 3.854 3.814
C 0.931 3.051 -2.694
H -0.314 -2.729 6.152
C 2.921 2.357 -0.037
H -3.220 -2.653 -6.947
C 2.650 -1.500 -1.648
H -0.253 4.013 1.760
Br -5.511 2.017 -3.838
H 3.729 6.841 -1.000
N 0.320 -3.694 3.121
H 3.862 -1.886 1.241
C 1.093 -4.249 2.029
C -2.814 1.145 -4.171
H 2.349 4.814 -1.081
C 5.301 5.923 0.137
O -0.153 0.096 -1.894
H 5.283 2.711 1.206
H 5.911 6.816 0.175
N -1.036 -2.128 -2.890
H -1.430 -1.494 -5.684
C -0.892 -3.092 3.012
H 0.414 3.489 -3.552
C 4.152 -1.547 -1.945
C -2.052 -2.244 -5.216
H -2.297 -1.427 5.766
Ge 0.947 2.364 0.165
H 0.125 4.364 -1.157
O -2.047 0.624 -0.158
C -4.300 0.935 3.226
H 1.935 3.478 -2.651
H -4.318 -4.958 -3.497
H -4.630 -4.356 -5.876
H -3.687 -4.201 -0.476
C 3.730 3.601 0.025
H 2.255 -2.503 -1.477
C -2.689 -3.549 -3.274
C -2.819 -4.597 -1.001
H 0.418 -4.713 1.313
B -2.542 -1.926 4.693
C -0.240 -2.973 5.108
H 1.048 1.986 -2.877
H 6.672 4.745 1.289
H -2.080 3.039 3.043
N -2.289 -3.625 -1.939
C 3.301 4.789 -0.569
Ge 2.288 -0.394 -0.049
C 2.959 -0.709 2.822
C -1.562 0.728 -3.712
C -3.052 -2.901 -5.908
S -1.842 -3.039 1.603
H 3.316 -1.339 3.641
C 4.081 5.935 -0.523
H 4.720 -1.923 -1.091
Se -0.426 -2.363 -0.108
Br -0.122 0.383 -4.898
H -0.365 -1.361 -2.940
H 1.989 -0.311 3.113
H 4.531 -0.551 -2.181
H -5.032 -0.851 4.299
C -1.316 -2.721 -1.729
C -2.600 2.488 2.259
C -3.855 -3.873 -5.297
H 1.782 -4.991 2.424



Electronic energy values, unit a.u., following the record order: -249.537452; -3513.746255; -1667.295478; -4257.982444; -640.122648; -380.449357; -402.955658; -1968.182425; -4718.114417; -19722.090272.
Energy relative to the best compared isomer or geometry (same formula, charge and spin) values, unit kcal/mol, following the record order: 180.5; 5.0; 1.4; 0.0; 160.3; 61.3; 237.4; 16.8; 0.0; 0.0.